No. 1
Molecular formula: C5H9NO
Method: DFT, wB97M-V/def2-TZVPD

```
16
Properties=species:S:1:pos:R:3:mulliken_charge:R:1
O -1.013 1.485 2.396 -0.311
N -1.131 0.485 -0.004 -0.219
C -0.313 1.032 1.583 0.023
C 1.186 0.330 -0.271 -0.246
C 2.472 -0.428 -0.296 -1.202
C -0.111 -0.273 -0.454 -0.013
C -2.456 -0.092 0.044 -0.785
H 2.304 -1.508 -0.342 0.339
H 0.346 0.003 -1.541 0.111
H 3.013 -0.213 0.632 0.326
H -2.989 0.363 0.888 0.284
H 3.122 -0.127 -1.126 0.323
H -3.034 0.127 -0.864 0.245
H -2.453 -1.185 0.191 0.307
H 1.208 1.407 -0.401 0.453
H -0.151 -1.374 -0.418 0.366
```

Output
- ΔE to the lowest compared entry with this formula, charge and spin: 5.022 eV
- Total charge: 0
- E: -325.75300 Eh


No. 2
Molecular formula: C2H6NO2S
Method: DFT, wB97M-V/def2-TZVPD

```
12
Properties=species:S:1:pos:R:3:mulliken_charge:R:1
S 1.290 -0.134 -1.118 0.895
O 2.287 0.699 -1.748 -0.632
O 1.530 -1.559 -1.227 -0.641
N -0.546 0.304 -1.735 -0.553
C -1.397 -0.214 -0.768 -0.722
C 1.501 0.169 0.832 -0.964
H -1.560 0.458 0.158 0.172
H -1.458 -1.241 -0.256 0.247
H -2.353 -0.195 -1.275 0.318
H 0.515 0.005 1.438 0.219
H 2.250 -0.497 1.241 0.318
H 1.883 1.111 1.103 0.344
```

Output
- ΔE to the lowest compared entry with this formula, charge and spin: 4.682 eV
- Total charge: -1
- E: -683.15357 Eh
- SMILES: CN=[S@@](C)(=O)[O-]


No. 3
Molecular formula: C16H24AlF17O2PS
Method: DFT, wB97M-V/def2-TZVPD

```
62
Properties=species:S:1:pos:R:3:mulliken_charge:R:1
S 3.557 3.410 2.030 -0.486
P 5.585 0.396 0.770 0.052
Al 3.740 1.119 1.979 -0.014
F -4.510 -3.785 -2.134 -0.266
F -3.697 -6.452 -1.869 -0.257
F -4.714 -3.450 1.613 -0.289
F -2.874 -3.179 -0.549 -0.227
F -0.868 3.548 -3.547 -0.270
F 1.362 1.411 0.185 -0.286
F -3.677 -5.453 0.067 -0.203
F -2.711 2.146 -3.989 -0.234
F -3.871 0.481 -3.223 -0.280
F -2.719 0.725 -0.737 -0.287
F -0.308 5.420 -2.610 -0.283
F -5.147 -1.325 1.449 -0.323
F -2.472 -1.899 1.155 -0.285
F -3.626 4.378 -3.373 -0.214
F -3.766 2.525 -1.366 -0.311
F -2.351 5.711 -4.532 -0.263
F -6.131 -5.175 -2.498 -0.304
O -6.133 -4.067 -0.573 -0.419
O -1.527 3.994 -1.421 -0.385
C -4.748 -2.419 0.727 0.894
C -4.495 -5.873 -0.932 0.181
C 6.184 -1.350 1.316 -0.552
C 7.686 1.443 2.631 -0.709
C -2.573 5.230 -3.279 0.183
C 1.931 0.435 1.187 0.266
C 0.777 0.242 2.380 -0.679
C -5.295 -4.709 -1.531 0.793
C -1.404 2.574 -1.311 -0.837
C 5.435 -1.916 2.660 -0.662
C -1.326 4.526 -2.729 0.793
C -2.670 1.764 -1.629 0.924
C -3.364 -2.133 0.155 0.511
C 7.136 1.525 1.078 -0.635
C -2.722 1.185 -3.037 0.075
C -5.835 -2.691 -0.323 -0.770
H 7.353 -1.340 1.558 0.226
H 6.938 2.621 0.701 0.329
H 0.403 1.279 2.774 0.213
H 5.708 -3.066 2.786 0.317
H 8.246 2.456 2.860 0.263
H -3.375 -1.251 -0.491 -0.055
H -1.884 0.504 -3.219 0.335
H 3.785 0.580 3.465 -0.282
H -5.676 -2.128 -1.251 0.369
H 8.497 0.572 2.680 0.242
H -1.185 2.403 -0.250 0.381
H 5.786 -1.256 3.566 0.180
H 7.993 1.040 0.406 0.267
H 6.062 -2.043 0.361 0.324
H 2.129 -0.627 0.697 0.134
H -2.869 6.064 -2.637 0.225
H 4.262 -1.802 2.543 0.066
H -5.161 -6.639 -0.526 0.238
H 6.860 1.176 3.420 0.120
H 1.231 -0.393 3.276 0.292
H -0.161 -0.309 1.898 -0.015
H -6.769 -2.283 0.085 0.424
H -0.518 2.195 -1.835 0.402
H 4.484 3.935 2.944 0.062
```

Output
- Total charge: -1
- E: -3454.21705 Eh


No. 4
Molecular formula: C5H10N3S
Method: DFT, wB97M-V/def2-TZVPD

```
19
Properties=species:S:1:pos:R:3:mulliken_charge:R:1
S 2.013 1.607 -1.620 -0.110
N -0.701 1.351 -1.273 -0.868
N -1.495 0.673 -0.335 0.362
N 0.752 0.151 0.030 0.107
C 2.958 0.652 -0.383 -0.528
C -2.414 -0.332 -1.025 -0.844
C 0.572 1.002 -1.025 0.531
C 2.038 0.031 0.615 -0.514
C -0.557 0.023 0.645 -0.724
H 2.231 -0.992 0.698 0.317
H -1.945 -1.214 -1.197 0.369
H -2.036 1.434 0.280 0.460
H 2.107 0.551 1.548 0.291
H -0.776 -1.036 1.011 0.320
H 3.555 -0.136 -0.950 0.307
H -2.901 0.201 -1.744 0.364
H -0.366 0.660 1.631 0.335
H -3.286 -0.641 -0.332 0.369
H 3.774 1.224 -0.065 0.457
```

Output
- ΔE to the lowest compared entry with this formula, charge and spin: 2.216 eV
- Total charge: +1
- E: -758.64016 Eh
- SMILES: C[N@H+]1CN2CCSC2=N1


No. 5
Molecular formula: H2N2O3
Method: DFT, wB97M-V/def2-TZVPD

```
7
Properties=species:S:1:pos:R:3:mulliken_charge:R:1
O -0.278 1.464 1.723 -0.547
O -0.762 1.374 -0.413 -0.489
O 0.073 -0.342 0.577 -0.186
N -0.265 0.964 0.598 1.073
N 0.322 -0.831 -0.696 -0.371
H 1.347 -1.091 -0.835 0.266
H -0.437 -1.537 -0.952 0.254
```

Output
- ΔE to the lowest compared entry with this formula, charge and spin: 1.152 eV
- Total charge: 0
- E: -336.22275 Eh
- SMILES: NO[N+](=O)[O-]


No. 6
Molecular formula: C3H9NO2
Method: DFT, wB97M-V/def2-TZVPD

```
15
Properties=species:S:1:pos:R:3:mulliken_charge:R:1
O -0.629 -1.031 0.106 -0.544
O 1.206 -0.039 0.896 -0.596
N -0.135 0.632 -1.786 -0.597
C -0.409 1.948 -1.182 -0.689
C 0.310 -1.869 2.130 -1.028
C 0.353 -0.898 0.974 0.762
H -0.502 -1.611 2.811 0.254
H -0.399 -0.346 -0.671 0.515
H 0.252 2.721 -1.586 0.306
H -0.210 1.904 -0.114 0.215
H -0.658 0.503 -2.646 0.240
H -1.425 2.259 -1.406 0.291
H 1.281 -1.788 2.615 0.294
H 0.843 0.514 -1.982 0.267
H 0.123 -2.902 1.843 0.310
```

Output
- ΔE to the lowest compared entry with this formula, charge and spin: 0.380 eV
- Total charge: 0
- E: -324.95866 Eh
- SMILES: CC(=O)O.CN


No. 7
Molecular formula: C25H22N9OSV
Method: DFT, wB97M-V/def2-TZVPD

```
59
Properties=species:S:1:pos:R:3:mulliken_spin:R:1
V -0.423 0.464 0.242 2.887
S -2.721 2.446 -1.712 0.011
O -1.190 -0.694 1.765 -0.048
N -2.120 -0.388 -0.985 0.004
N -2.410 1.295 -4.092 -0.001
N 1.466 0.100 1.447 0.019
N -2.226 -0.148 -2.360 0.004
N 1.240 0.379 -3.668 0.006
N 2.545 -1.617 2.357 0.003
N 0.607 0.972 -1.628 -0.053
N 0.514 -1.577 -0.635 0.025
N -0.461 3.544 1.534 0.070
C -3.591 -3.242 0.781 -0.005
C 1.134 4.401 -2.934 0.002
C 2.833 -0.670 4.694 0.001
C 0.510 -1.449 -2.088 0.003
C -1.992 -1.696 1.789 -0.002
C -0.562 2.503 1.026 -0.023
C 0.796 3.461 -1.982 0.002
C -2.423 1.104 -2.703 0.012
C -2.776 -1.431 -0.624 0.025
C 1.736 0.393 2.784 0.022
C 2.423 -0.676 3.366 -0.015
C 1.827 1.535 4.854 0.002
C 1.834 -1.802 -0.058 -0.002
C 1.423 1.526 3.533 -0.006
C 2.521 0.458 5.427 -0.001
C 1.947 -1.095 1.253 0.006
C 0.891 2.124 -2.356 0.018
C 1.632 2.708 -4.609 0.002
C -2.769 -2.113 0.666 0.026
C 1.292 1.766 -3.645 -0.008
C 0.810 -0.026 -2.441 0.002
C -3.690 -3.979 1.942 0.007
C 1.546 4.034 -4.226 -0.002
C -2.936 -3.572 3.049 0.001
C -2.116 -2.471 2.975 0.006
H -3.403 -1.894 -1.390 0.004
H 2.078 -2.866 0.049 -0.002
H -1.860 0.607 -4.588 0.000
H -1.536 -2.144 3.831 0.001
H -4.340 -4.842 1.999 0.001
H -4.175 -3.530 -0.089 -0.001
H 1.790 4.808 -4.942 0.000
H 1.060 5.452 -2.689 0.000
H 2.930 -2.540 2.434 0.000
H -2.209 2.252 -4.335 0.001
H 0.872 2.341 3.079 -0.006
H 1.595 2.395 5.469 0.000
H 1.217 -2.131 -2.580 -0.001
H 1.935 2.424 -5.609 0.000
H 2.574 -1.368 -0.736 -0.002
H -2.999 -4.127 3.979 0.000
H -0.165 -2.257 -0.313 0.005
H 2.812 0.510 6.468 0.000
H 0.441 3.724 -0.993 -0.006
H 1.399 -0.217 -4.459 0.001
H 3.361 -1.505 5.137 0.000
H -0.497 -1.654 -2.458 0.003
```

Output
- ΔE to the lowest compared entry with this formula, charge and spin: 0.473 eV
- <S²>: 3.758
- Total charge: -1
- E: -2876.30385 Eh
- Spin multiplicity: 4


No. 8
Molecular formula: C3H10N3O
Method: DFT, wB97M-V/def2-TZVPD

```
17
Properties=species:S:1:pos:R:3:mulliken_charge:R:1
O 0.047 0.504 -2.197 -0.592
N 0.358 0.534 0.747 -0.356
N 0.387 -0.550 -1.372 -0.103
N -0.702 -1.449 -1.249 -0.234
C 1.731 0.768 0.803 -1.083
C -0.389 1.676 0.330 -0.862
C -0.997 -2.080 0.107 -0.674
H -1.651 -2.920 -0.061 0.297
H 2.179 1.144 -0.058 0.400
H -1.638 -1.064 -1.550 0.232
H 0.225 2.611 0.397 0.328
H -1.594 -1.435 0.755 0.215
H 2.199 -0.183 0.873 0.321
H -1.343 1.736 0.972 0.200
H -0.775 1.480 -0.642 0.271
H -0.023 -2.213 0.524 0.254
H 1.984 1.442 1.623 0.386
```

Output
- ΔE to the lowest compared entry with this formula, charge and spin: 5.689 eV
- Total charge: -1
- E: -359.63351 Eh


No. 9
Molecular formula: C3H10INSi
Method: DFT, wB97M-V/def2-TZVPD

```
16
Properties=species:S:1:pos:R:3:mulliken_charge:R:1
I 5.619 0.070 -0.459 -0.149
Si 3.195 0.491 0.211 0.243
N -1.209 0.530 0.171 -0.346
C -0.734 1.113 1.421 -0.829
C -0.734 -0.801 -0.151 -0.048
C -1.177 -1.172 -1.611 -1.195
H 3.721 1.874 0.792 -0.037
H -1.121 0.503 2.149 0.367
H -0.415 -1.751 -2.101 0.360
H -1.067 -1.683 0.511 0.228
H -1.115 2.064 1.287 0.368
H -2.198 -1.554 -1.582 0.307
H 0.321 0.943 1.461 0.111
H -2.251 0.480 0.188 0.241
H 0.354 -0.805 -0.018 0.040
H -1.189 -0.300 -2.270 0.339
```

Output
- ΔE to the lowest compared entry with this formula, charge and spin: 2.085 eV
- Total charge: 0
- E: -762.16053 Eh


No. 10
Molecular formula: C3H6O2S2
Method: DFT, wB97M-V/def2-TZVPD

```
13
Properties=species:S:1:pos:R:3:mulliken_charge:R:1
S 1.762 -1.166 -0.498 -0.274
S -2.594 0.022 -0.336 -0.274
O 0.928 1.815 -0.416 -0.478
O -0.561 -1.268 0.924 -0.383
C -1.193 -1.047 -0.305 -0.145
C 0.395 1.044 0.616 -0.470
C 0.327 -0.416 0.260 0.382
H -1.122 -1.842 -1.035 0.434
H -2.328 0.563 -1.529 0.156
H -0.616 1.415 0.804 0.345
H 1.806 1.479 -0.643 0.342
H 0.976 1.148 1.547 0.221
H 2.221 -1.747 0.612 0.146
```

Output
- ΔE to the lowest compared entry with this formula, charge and spin: 2.900 eV
- Total charge: 0
- E: -1064.67908 Eh
- SMILES: OC[C@@]1(S)O[C@H]1S


Q: Which value of E does entry 7 give?
A: -2876.30385 Eh


Q: Look up the E of the fourth one.
A: -758.64016 Eh